DFT (wB97M-V/def2-TZVPD) results for C17H29BNO4P2Ru as an isolated structure at a distorted geometry.

Last column: Löwdin charge in e.
Atoms and positions in Å:
C  0.884  3.249  -2.877  -0.07
C  0.981  2.017  -2.086  -0.36
N  -0.175  1.336  -1.667  -0.07
C  -1.319  1.727  -2.241  -0.40
C  -1.400  2.685  -3.272  -0.05
C  -0.288  3.481  -3.573  -0.16
C  2.186  1.439  -1.716  -0.20
P  2.141  -0.002  -0.620  0.79
Ru  -0.112  -0.554  -0.382  0.64
P  -2.366  0.094  -0.241  0.73
C  -2.522  0.879  -1.873  -0.31
O  3.095  5.147  1.308  -0.10
O  1.479  2.465  4.859  -0.08
H  1.782  3.873  -3.030  0.10
H  -2.350  2.776  -3.809  0.11
H  -0.372  4.262  -4.325  0.09
C  2.793  -1.224  -1.827  -0.28
C  3.419  -0.028  0.726  -0.24
H  -3.461  1.432  -1.925  0.08
H  -2.571  0.061  -2.608  0.09
H  3.695  5.004  0.571  0.02
H  3.088  2.008  -1.968  0.08
C  -3.197  -1.496  -0.228  -0.25
C  -3.214  1.206  0.911  -0.23
H  -0.230  0.415  0.850  0.01
H  1.705  1.579  4.490  0.04
H  1.505  2.996  4.033  0.04
H  2.120  5.022  1.016  0.08
H  0.957  -2.051  -0.090  0.09
H  -1.010  -0.129  1.234  0.06
H  3.820  -1.013  -2.139  0.05
H  2.763  -2.277  -1.545  0.03
H  2.141  -1.111  -2.696  0.04
H  4.465  0.294  0.508  0.05
H  3.038  0.596  1.552  0.03
H  3.549  -1.033  1.161  0.05
H  -4.278  1.238  0.629  0.06
H  -3.113  0.828  1.941  0.05
H  -2.794  2.219  0.854  0.06
H  -4.274  -1.339  -0.381  0.05
H  -2.770  -2.117  -1.030  0.06
H  -2.998  -1.982  0.742  0.05
O  0.975  -1.815  2.312  0.08
B  0.150  -1.882  1.126  -0.75
O  -0.803  -2.979  1.229  0.07
C  -0.537  -3.502  2.446  -0.23
C  -0.970  -4.737  2.865  -0.01
C  -0.328  -5.307  3.967  -0.09
C  0.721  -4.646  4.609  -0.10
C  1.204  -3.423  4.144  -0.01
C  0.529  -2.838  3.096  -0.21
H  -1.792  -5.251  2.369  0.12
H  -0.665  -6.278  4.338  0.10
H  1.173  -5.074  5.503  0.10
H  2.090  -2.955  4.553  0.12

Values from the calculation:
M: 485.25 g/mol
frontier orbital gap (alpha / beta): 4.464 / 7.119 eV
spin multiplicity: 6
expectation value of S²: 8.7905
HOMO level (alpha / beta): -0.1523 / -0.3033 hartree

---

DFT (wB97M-V/def2-TZVPD) results for C18H20N2O3SW as an isolated structure.

Last column: Löwdin charge in e.
Atoms and positions in Å:
W  -0.103  0.671  -0.198  1.75
O  1.663  0.020  -0.468  -0.22
C  2.349  -0.862  0.295  -0.30
C  3.212  -1.770  -0.302  0.01
C  3.925  -2.638  0.508  -0.02
C  3.814  -2.594  1.900  -0.04
C  2.991  -1.664  2.491  0.00
C  2.220  -0.792  1.700  -0.15
C  1.480  0.266  2.328  -0.02
N  0.569  0.988  1.749  -0.11
C  0.222  2.315  2.296  -0.14
C  0.630  3.309  1.208  -0.13
N  -0.024  2.804  -0.011  -0.11
C  -0.857  3.528  -0.675  -0.01
C  -1.705  2.835  -1.626  -0.14
C  -2.100  3.381  -2.838  0.02
C  -2.692  2.573  -3.804  -0.01
C  -2.901  1.222  -3.568  -0.01
C  -2.593  0.666  -2.329  0.02
C  -2.018  1.472  -1.353  -0.36
O  -1.976  0.946  -0.033  -0.25
H  3.320  -1.776  -1.377  0.14
H  4.598  -3.353  0.052  0.13
H  4.397  -3.272  2.507  0.12
H  2.930  -1.598  3.570  0.13
H  1.743  0.515  3.354  0.16
H  0.756  2.489  3.229  0.14
H  -0.853  2.367  2.475  0.13
H  1.712  3.299  1.066  0.14
H  0.303  4.323  1.439  0.14
H  -0.909  4.605  -0.531  0.16
H  -1.897  4.421  -3.059  0.14
H  -2.974  3.008  -4.753  0.13
H  -3.346  0.602  -4.333  0.13
H  -2.844  -0.358  -2.088  0.13
C  -0.235  -3.951  -0.336  -0.20
S  -0.752  -2.514  0.579  0.96
C  -2.504  -2.819  0.697  -0.21
O  -0.643  -1.378  -0.470  -0.65
H  -0.813  -4.020  -1.256  0.08
H  -0.397  -4.825  0.296  0.08
H  0.827  -3.842  -0.546  0.06
H  -2.668  -3.490  1.540  0.08
H  -2.887  -3.247  -0.227  0.08
H  -2.976  -1.859  0.903  0.07

Values from the calculation:
M: 528.28 g/mol
frontier orbital gap (alpha / beta): 7.176 / 7.205 eV
total charge: +2
HOMO level (alpha / beta): -0.5278 / -0.5317 hartree

---

DFT (wB97M-V/def2-TZVPD) results for a 2-piece molecular cluster, C6H14N2O2 overall at a distorted geometry.

Last column: Löwdin charge in e.
Atoms and positions in Å:
C  2.339  -0.245  -0.149  -0.06
N  2.323  0.869  0.807  -0.01
C  1.174  1.189  1.475  -0.50
C  1.272  2.425  2.448  0.01
O  0.158  0.506  1.365  0.02
H  1.941  -1.169  0.283  0.09
H  1.766  0.015  -1.031  0.07
H  3.381  -0.371  -0.376  0.08
H  3.218  1.287  1.067  0.14
H  0.508  3.226  2.358  0.09
H  1.172  1.854  3.421  0.10
H  2.257  2.741  2.403  0.03
C  -2.907  -0.067  0.004  -0.10
N  -1.734  -0.704  -0.542  -0.01
C  -1.874  -1.546  -1.659  -0.57
C  -0.590  -1.892  -2.410  -0.01
O  -2.942  -1.877  -2.045  0.07
H  -3.139  0.865  -0.566  0.09
H  -3.741  -0.711  -0.075  0.06
H  -2.955  0.291  1.070  0.09
H  -0.755  -0.470  -0.299  0.09
H  0.166  -1.066  -2.488  0.08
H  -0.211  -2.711  -1.733  0.09
H  -0.827  -2.438  -3.328  0.08

Values from the calculation:
M: 146.19 g/mol
frontier orbital gap: 9.420 eV
SMILES: CNC(C)=O.CNC(C)=O
HOMO level: -0.3256 hartree

---

DFT (wB97M-V/def2-TZVPD) results for a 12-piece molecular cluster, C3H30NO13 overall at a distorted geometry.

Last column: Löwdin charge in e.
Atoms and positions in Å:
O  1.385  -0.285  -0.329  0.09
C  0.590  -0.892  0.543  -0.47
C  -0.725  -0.178  0.745  -0.04
N  -0.611  1.269  0.513  0.00
C  -1.952  1.870  0.101  0.02
O  0.932  -1.939  1.060  0.10
H  4.091  0.671  1.519  0.07
H  -1.184  -0.338  1.725  0.14
H  -1.388  -0.678  -0.001  0.14
H  -0.397  1.817  1.355  0.12
H  0.125  1.573  -0.202  0.11
H  -1.775  2.944  0.222  0.11
H  -2.711  1.410  0.731  0.08
H  -2.109  1.549  -0.920  0.07
H  0.018  1.816  -2.148  0.03
H  1.172  2.949  -2.038  0.08
O  0.532  2.418  -1.560  -0.05
H  0.028  1.506  4.282  0.07
H  -0.802  2.502  3.563  0.07
O  -0.299  1.691  3.392  -0.04
H  -2.072  -2.825  -1.835  0.03
H  -0.636  -2.601  -2.233  0.05
O  -1.496  -2.171  -2.278  -0.06
H  -1.493  0.971  -3.656  0.08
H  -1.432  -0.216  -2.576  0.02
O  -1.343  0.734  -2.737  -0.05
H  2.900  2.464  0.657  0.01
H  2.252  3.173  1.819  0.03
O  2.758  3.351  1.018  -0.04
H  2.757  -2.406  -1.792  0.08
H  3.386  -2.242  -0.380  0.07
O  3.327  -1.845  -1.256  -0.04
H  -2.242  -3.157  0.604  0.01
H  -3.758  -2.909  0.274  0.04
O  -2.878  -2.918  -0.094  -0.06
H  -4.620  -0.953  -0.129  0.05
H  -4.880  0.249  0.681  0.06
O  -4.154  -0.353  0.467  -0.06
H  3.740  -0.273  -2.100  0.00
H  3.052  1.036  -2.469  0.02
O  3.889  0.687  -2.151  -0.06
H  2.314  -0.579  -0.142  0.07
H  4.660  0.072  0.325  0.07
O  3.861  -0.003  0.863  -0.04
H  -0.397  -2.931  1.591  0.02
H  -1.184  -2.841  2.936  0.06
O  -1.230  -3.189  2.042  -0.05

Values from the calculation:
M: 288.27 g/mol
frontier orbital gap: 10.825 eV
total charge: +1
HOMO level: -0.4983 hartree

---

| no. | total energy (hartree) |
| --- | --- |
| 1 | -1823.1186 |
| 2 | -1497.8840 |
| 3 | -497.0109 |
| 4 | -1164.9880 |